Record 1
{
  "formula": "C25H29F3N6O5STi",
  "method": "ωB97M-V/def2-TZVPD",
  "elements": ["Ti", "C", "O", "C", "C", "C", "C", "C", "C", "N", "N", "C", "C", "O", "C", "C", "C", "C", "C", "C", "C", "C", "H", "H", "H", "H", "H", "H", "H", "H", "H", "H", "H", "H", "H", "N", "C", "C", "C", "N", "H", "H", "H", "H", "H", "H", "H", "H", "H", "H", "F", "C", "F", "F", "S", "O", "O", "O", "C", "N", "C", "C", "N", "C", "H", "H", "H", "H", "H", "H"],
  "positions_angstrom": [[0.26538, -0.39615, -0.16995], [-1.13938, 3.70511, -0.07831], [-0.57713, 2.54954, 0.50242], [-0.35656, 2.56622, 1.85410], [-0.89722, 3.53459, 2.68313], [-0.64014, 3.50884, 4.05122], [0.16155, 2.50862, 4.57573], [0.70046, 1.53600, 3.74482], [0.44993, 1.53644, 2.37531], [0.95577, 0.58063, 1.49242], [1.86535, -0.23028, 2.07621], [2.66987, -0.98488, 1.24687], [2.82940, -0.84641, -0.14125], [2.01929, -0.05413, -0.86067], [3.85579, -1.54309, -0.82991], [4.66715, -2.41568, -0.18312], [4.49797, -2.65947, 1.21459], [5.30423, -3.59875, 1.89328], [5.14183, -3.83221, 3.23076], [4.15868, -3.12247, 3.94473], [3.36559, -2.20396, 3.30986], [3.51318, -1.95193, 1.92694], [-0.57843, 4.59862, 0.20761], [-1.07472, 3.55814, -1.15507], [-2.18995, 3.83159, 0.20736], [-1.51104, 4.32169, 2.26528], [-1.06118, 4.27200, 4.68952], [0.38160, 2.47985, 5.63395], [1.34806, 0.76768, 4.14298], [3.94248, -1.36266, -1.89262], [5.44125, -2.94995, -0.71828], [6.05820, -4.13728, 1.33232], [5.76457, -4.55636, 3.73838], [4.02846, -3.29924, 5.00441], [2.61889, -1.64959, 3.85866], [-1.88623, -0.00136, 0.62406], [-2.91539, -1.05667, 0.67161], [-2.56018, -2.11117, 1.70278], [-1.34429, -2.94665, 1.35134], [-0.10727, -2.14726, 1.35881], [-1.74675, 0.38502, 1.55950], [-2.19448, 0.78847, 0.06435], [-2.97277, -1.52032, -0.31851], [-3.89649, -0.62578, 0.90136], [-3.41576, -2.77971, 1.81852], [-2.41886, -1.63085, 2.67892], [-1.46119, -3.36305, 0.34725], [-1.25749, -3.78439, 2.05097], [0.67060, -2.75468, 1.09977], [0.11675, -1.81145, 2.29786], [-0.10579, -5.24917, -3.44529], [0.28759, -4.56057, -2.36724], [-0.12457, -5.21041, -1.27289], [1.61227, -4.52873, -2.34258], [-0.44152, -2.88041, -2.43696], [-0.10606, -2.35716, -3.73238], [-1.84522, -3.05734, -2.14390], [0.27777, -2.20302, -1.32957], [-2.27600, 0.48816, -5.04757], [-1.43340, 0.79576, -3.90171], [-0.29766, 1.57926, -3.89503], [0.25211, 1.44483, -2.66108], [-0.52435, 0.58076, -1.91282], [-1.51472, 0.21171, -2.70132], [-1.88168, 1.02024, -5.90917], [-3.29856, 0.81429, -4.86297], [-2.24462, -0.58196, -5.24125], [0.01240, 2.13303, -4.75988], [1.16037, 1.86045, -2.26089], [-2.26526, -0.52276, -2.45350]],
  "forces_ev_per_angstrom": [[0.483, -0.900, 0.734], [-0.055, 0.031, -0.090], [0.151, -0.185, -0.100], [-0.185, 0.182, 0.108], [0.012, 0.029, 0.045], [0.050, -0.077, 0.022], [-0.048, 0.045, -0.097], [0.067, 0.005, 0.219], [-0.125, -0.215, -0.325], [0.050, 0.158, 0.341], [0.261, -0.007, -0.287], [-0.049, 0.102, 0.452], [-0.292, 0.332, -0.304], [-0.020, 0.075, -0.082], [-0.088, -0.107, 0.087], [-0.002, -0.028, 0.116], [0.116, -0.081, -0.160], [-0.007, 0.015, -0.020], [-0.064, 0.035, 0.067], [0.055, -0.047, 0.006], [0.036, 0.007, -0.103], [-0.135, 0.072, 0.112], [-0.026, 0.005, -0.044], [-0.013, 0.034, 0.009], [0.045, 0.018, -0.008], [0.025, -0.030, 0.076], [-0.018, 0.036, 0.031], [-0.011, 0.024, 0.040], [-0.031, 0.030, -0.028], [-0.008, 0.019, -0.023], [0.025, -0.022, -0.009], [0.013, -0.002, -0.029], [0.012, -0.016, 0.017], [0.014, -0.020, 0.023], [-0.024, 0.017, 0.012], [0.088, 0.127, -0.094], [-0.037, 0.047, -0.152], [-0.129, -0.023, 0.115], [0.061, -0.083, -0.094], [0.267, 0.133, -0.087], [0.014, -0.068, -0.092], [0.008, -0.045, -0.001], [-0.019, -0.002, 0.071], [0.057, -0.063, 0.013], [0.013, -0.011, -0.021], [0.020, 0.002, 0.015], [-0.020, 0.028, 0.091], [-0.036, 0.037, -0.029], [-0.063, 0.087, 0.028], [-0.076, -0.032, -0.143], [0.028, 0.026, 0.185], [-0.116, -0.292, -0.175], [-0.099, 0.037, 0.041], [0.174, 0.138, -0.087], [0.055, 0.776, 0.140], [-0.041, -0.153, 0.017], [-0.001, -0.081, -0.034], [-0.369, -0.379, -0.207], [0.048, 0.086, 0.062], [0.213, 0.003, -0.014], [-0.159, -0.103, 0.103], [-0.034, -0.020, 0.053], [0.140, 0.430, -0.462], [-0.128, -0.136, 0.117], [-0.041, -0.023, -0.012], [0.014, -0.041, -0.033], [-0.022, -0.005, -0.015], [0.020, 0.060, -0.071], [-0.010, 0.006, -0.002], [-0.032, 0.002, -0.031]],
  "multiplicity": 3,
  "orbital_gap_ev": [6.046, 7.240],
  "fmax_ev_per_a": 1.26,
  "lumo_energy_ev": [0.128, 0.043],
  "relative_energy_kcal_mol": 18.3
}

Record 2
{
  "formula": "CH6N2O2",
  "method": "ωB97M-V/def2-TZVPD",
  "elements": ["C", "H", "H", "H", "H", "H", "H", "N", "N", "O", "O"],
  "positions_angstrom": [[1.56277, 1.04740, 0.01519], [2.09600, -1.34078, -0.18405], [0.52822, -1.77104, -0.53052], [1.27610, 2.08898, -0.08259], [2.62279, 0.83532, 0.22385], [-1.29740, -0.34034, 0.09950], [-3.39880, 0.69296, 0.64314], [1.11677, -1.16154, 0.02832], [0.68199, 0.13793, -0.10759], [-2.20500, -0.66893, 0.09894], [-2.98342, 0.48004, -0.20420]],
  "forces_ev_per_angstrom": [[-0.020, 0.056, 0.063], [-0.059, 0.323, 0.042], [0.065, 0.103, 0.221], [-0.173, -0.166, 0.099], [-0.314, -0.082, -0.158], [0.317, 0.587, -0.085], [0.134, -0.156, 0.007], [-0.367, -0.491, -0.168], [0.824, 0.133, -0.068], [-0.392, -0.669, 0.230], [-0.014, 0.362, -0.182]],
  "orbital_gap_ev": 10.641,
  "fmax_ev_per_a": 0.84,
  "lumo_energy_ev": 1.004,
  "smiles": "C=NN.OO",
  "relative_energy_kcal_mol": 128.2
}

Record 3
{
  "formula": "B5F20Sn",
  "method": "ωB97M-V/def2-TZVPD",
  "elements": ["Sn", "B", "F", "F", "F", "F", "B", "F", "F", "F", "F", "B", "F", "F", "F", "F", "B", "F", "F", "F", "F", "B", "F", "F", "F", "F"],
  "positions_angstrom": [[-0.01617, 0.33185, 1.28552], [-0.92578, 6.25523, -0.37749], [-1.37857, 5.80937, 0.82405], [0.41187, 6.53344, -0.20857], [-1.10973, 5.20281, -1.20747], [-1.63462, 7.42634, -0.59918], [6.54233, 1.61695, -0.69372], [5.76431, 1.56470, 0.41449], [7.65312, 0.83608, -0.52513], [5.86904, 1.19852, -1.83802], [7.03393, 2.90346, -0.80242], [-5.86165, -0.33093, 2.68969], [-5.14013, -0.80996, 3.80175], [-5.35005, -1.05702, 1.64804], [-7.24519, -0.48497, 2.84526], [-5.43734, 0.96333, 2.57976], [1.94503, -5.05781, 2.84391], [1.95649, -4.74715, 1.56964], [2.17103, -6.41621, 3.21088], [2.79479, -4.18981, 3.53071], [0.64705, -4.72095, 3.29029], [-1.78633, -2.55632, -4.82171], [-1.45413, -3.91459, -4.86758], [-1.73071, -2.12356, -6.14140], [-2.98430, -2.24249, -4.23633], [-0.73428, -1.99033, -4.21497]],
  "forces_ev_per_angstrom": [[-0.212, -0.231, -0.368], [0.158, 0.774, 1.259], [-1.029, -1.141, 3.104], [1.597, 0.457, -0.492], [-0.272, -1.058, -2.392], [-0.394, 0.720, -1.325], [0.936, 0.283, -0.802], [-1.810, -0.364, 1.686], [1.411, -1.657, 0.283], [-0.646, 0.021, -0.471], [0.010, 1.715, -0.599], [0.643, -0.736, 1.066], [-0.123, -0.631, 1.455], [-0.055, -0.823, -1.854], [0.124, 0.175, -0.079], [-0.263, 2.086, -0.554], [-1.029, -0.402, 3.178], [0.690, 0.001, -3.788], [0.333, 0.488, -0.577], [1.118, 0.229, 0.574], [-1.204, 0.043, 0.623], [0.275, -0.993, -1.525], [-0.800, -1.360, 0.320], [-0.691, 0.618, -1.403], [-0.794, -0.111, 0.474], [2.026, 1.900, 2.207]],
  "orbital_gap_ev": 2.080,
  "total_charge": -3,
  "fmax_ev_per_a": 3.85,
  "lumo_energy_ev": -3.178,
  "relative_energy_kcal_mol": 198.3
}

Record 4
{
  "formula": "C8H25O5S4",
  "method": "ωB97M-V/def2-TZVPD",
  "elements": ["O", "H", "C", "S", "O", "C", "H", "H", "H", "H", "H", "H", "C", "S", "O", "C", "H", "H", "H", "H", "H", "H", "C", "S", "O", "C", "H", "H", "H", "H", "H", "H", "C", "S", "O", "C", "H", "H", "H", "H", "H", "H"],
  "positions_angstrom": [[0.30513, -0.95245, -0.65427], [1.08080, -0.73573, -0.07711], [1.72542, 1.63302, -2.44211], [2.88519, 0.35443, -2.01751], [4.04242, 0.39199, -3.07871], [3.80078, 1.08209, -0.57043], [1.72064, 1.35640, -3.54149], [2.07302, 2.73419, -2.19456], [0.88093, 1.44655, -1.84159], [2.91693, 1.41305, 0.27333], [4.14371, 1.95065, -0.76421], [4.40060, 0.36185, -0.22762], [0.73276, 1.17220, 2.50358], [-0.79163, 1.40242, 1.45082], [-1.87044, 1.59691, 2.55650], [-0.24897, 2.90442, 0.84806], [1.59256, 0.94639, 1.80548], [0.69036, 0.16088, 3.11817], [0.93142, 1.92091, 3.01635], [0.65325, 2.85577, 0.60503], [-0.36652, 3.81470, 1.59700], [-0.77579, 3.33464, 0.06600], [1.17624, -2.79194, 2.27109], [-0.38418, -3.09597, 1.53091], [-0.45950, -4.66739, 1.63201], [-1.57124, -2.45108, 2.67456], [1.77402, -1.83831, 1.93566], [1.80686, -3.55662, 2.20330], [0.96642, -3.12898, 3.32327], [-2.53037, -2.72702, 2.61054], [-1.73801, -1.30634, 2.63733], [-1.17774, -2.71418, 3.57716], [-2.44015, 0.42522, -3.56776], [-2.18049, 0.23982, -1.80763], [-3.16312, 1.28015, -1.25232], [-3.18021, -1.27402, -1.66268], [-3.53367, 0.64262, -3.84289], [-1.92627, -0.47338, -4.15511], [-1.80682, 1.37591, -3.78968], [-3.46602, -1.56142, -0.62976], [-2.52483, -2.22225, -2.10904], [-4.16349, -1.30008, -2.00967]],
  "forces_ev_per_angstrom": [[1.016, 0.808, 0.785], [-0.770, -0.402, -0.655], [2.175, 1.991, -0.785], [3.576, -0.202, -0.504], [-2.054, 0.126, 1.347], [-8.865, -2.124, 2.006], [-0.817, 0.982, 1.137], [-0.295, -2.169, -0.934], [-1.522, -0.621, 0.194], [2.319, -1.432, -1.983], [3.083, 5.732, -2.001], [2.422, -2.503, 1.411], [-0.827, -9.676, -5.391], [-1.516, -2.084, 3.629], [1.429, 0.126, -1.893], [-6.268, 4.578, 4.074], [-0.856, 0.405, 0.500], [-0.486, 2.279, -1.111], [1.415, 6.991, 4.932], [7.906, -0.613, -2.109], [0.409, -2.087, -0.678], [-1.483, -0.088, -1.916], [-1.065, 3.778, 2.178], [-0.725, -3.183, -3.549], [-0.171, 2.407, 0.569], [2.430, 4.187, -0.439], [-1.712, -1.507, 1.247], [2.389, -3.572, -2.171], [0.243, 1.894, 0.198], [-3.320, -2.132, -0.984], [1.105, -1.464, -0.158], [0.662, -0.544, 2.992], [1.388, 0.314, -2.181], [-2.924, 0.247, 0.786], [1.279, -0.355, -0.197], [3.063, -3.641, 0.600], [1.619, -0.600, 0.536], [-1.299, 1.879, 1.157], [-1.152, -1.552, 0.083], [1.332, 0.533, 0.031], [-1.721, 2.482, 1.132], [-1.412, 0.815, -1.882]],
  "orbital_gap_ev": 6.394,
  "total_charge": -1,
  "fmax_ev_per_a": 11.11,
  "lumo_energy_ev": 2.643,
  "relative_energy_kcal_mol": 57.5
}